1.
109
Properties=species:S:1:pos:R:3 method="wB97M-V/def2-TZVPD" mol_weight_g_mol=815.94 multiplicity=1 homo_lumo_gap_ev=9.153 smiles="C[N+](=O)[O-].C[N+](=O)[O-].C[N+](=O)[O-].c1ccncc1.c1ccncc1.c1ccncc1.c1ccncc1.c1ccncc1.c1ccncc1.c1ccncc1.c1ccncc1" total_charge=0 de_lowest_kcal_mol=5.6
C -2.005 -3.081 -3.076
N -0.900 -2.259 -3.711
O -1.136 -1.098 -4.083
O 0.172 -2.823 -3.829
H -1.608 -3.861 -2.454
H -2.650 -3.466 -3.891
H -2.683 -2.384 -2.513
C 1.157 -0.828 -1.287
N -0.195 -0.739 -0.820
O -0.907 -1.700 -0.951
O -0.552 0.340 -0.286
H 1.355 -0.002 -1.957
H 1.303 -1.810 -1.770
H 1.809 -0.744 -0.404
C -3.212 -2.427 1.599
N -2.634 -3.750 1.206
O -3.063 -4.266 0.190
O -1.847 -4.242 1.974
H -2.809 -1.699 0.973
H -2.914 -2.296 2.611
H -4.267 -2.585 1.416
C 4.340 -4.912 1.690
C 5.581 -5.519 1.438
C 6.686 -4.716 1.158
N 6.583 -3.366 1.002
C 5.368 -2.843 1.132
C 4.275 -3.551 1.545
H 3.476 -5.512 1.940
H 5.702 -6.592 1.503
H 7.605 -5.068 0.791
H 5.365 -1.798 0.833
H 3.372 -3.048 1.431
C 1.292 -0.013 4.312
C 2.313 0.753 3.862
C 2.540 0.559 2.446
N 1.950 -0.384 1.675
C 0.946 -1.068 2.220
C 0.619 -0.918 3.549
H 1.058 -0.052 5.371
H 2.946 1.414 4.425
H 3.308 1.204 2.013
H 0.451 -1.869 1.597
H -0.237 -1.468 3.967
C -4.392 2.057 5.355
C -3.074 1.747 5.008
C -2.824 0.707 4.159
N -3.800 -0.022 3.659
C -5.059 0.258 3.989
C -5.424 1.262 4.829
H -4.572 2.936 5.976
H -2.216 2.321 5.349
H -1.814 0.390 3.885
H -5.806 -0.489 3.662
H -6.494 1.362 5.004
C -4.892 -0.282 -1.364
C -5.724 0.178 -0.419
C -5.288 1.187 0.460
N -4.112 1.771 0.395
C -3.275 1.300 -0.541
C -3.605 0.211 -1.376
H -5.221 -0.910 -2.157
H -6.768 -0.176 -0.442
H -6.056 1.639 1.100
H -2.340 1.712 -0.689
H -2.894 -0.097 -2.109
C -0.459 5.379 -0.563
C -1.477 4.546 -1.034
C -1.877 4.638 -2.353
N -1.279 5.461 -3.211
C -0.356 6.307 -2.764
C 0.010 6.336 -1.418
H -0.038 5.261 0.399
H -2.048 3.851 -0.514
H -2.673 3.997 -2.743
H 0.243 6.902 -3.397
H 0.762 6.973 -1.088
C 4.528 -3.477 -2.685
C 4.958 -4.482 -1.829
C 4.256 -5.685 -1.795
N 3.127 -5.943 -2.404
C 2.665 -4.984 -3.192
C 3.369 -3.791 -3.408
H 5.001 -2.499 -2.770
H 5.786 -4.436 -1.198
H 4.631 -6.394 -1.111
H 1.634 -5.042 -3.650
H 2.842 -2.994 -3.960
C -1.115 3.348 2.370
C 0.090 2.916 1.865
C 1.183 3.750 2.064
N 1.056 4.987 2.629
C -0.095 5.324 3.183
C -1.218 4.508 3.102
H -2.040 2.756 2.136
H 0.164 2.043 1.232
H 2.171 3.471 1.698
H -0.235 6.371 3.522
H -2.115 4.877 3.574
C 1.000 2.014 -5.893
C 0.529 2.826 -4.810
C 1.278 2.717 -3.625
N 2.224 1.839 -3.449
C 2.559 1.078 -4.480
C 2.001 1.063 -5.738
H 0.355 2.034 -6.779
H -0.250 3.520 -4.751
H 0.940 3.277 -2.792
H 3.357 0.363 -4.347
H 2.246 0.416 -6.592

2.
13
Properties=species:S:1:pos:R:3 method="wB97M-V/def2-TZVPD" mol_weight_g_mol=193.00 multiplicity=1 homo_lumo_gap_ev=10.559 total_charge=+1 de_lowest_kcal_mol=1.0
Cs 2.051 0.205 3.542
C 0.249 -0.237 -1.467
C -0.053 0.387 -0.114
C -1.213 -0.309 0.568
O 1.127 0.333 0.745
H 1.136 0.212 -1.924
H -0.550 -0.065 -2.189
H 0.383 -1.311 -1.349
H -0.312 1.450 -0.210
H -1.456 0.144 1.531
H -1.026 -1.376 0.716
H -2.106 -0.254 -0.054
H 1.768 0.821 0.206

3.
98
Properties=species:S:1:pos:R:3 method="wB97M-V/def2-TZVPD" mol_weight_g_mol=926.65 multiplicity=1 homo_lumo_gap_ev=4.574 total_charge=+1 de_lowest_kcal_mol=231.0
Sn 0.103 -0.302 -0.307
O -2.193 -2.834 0.068
S -1.971 -1.351 0.187
C -3.531 -0.632 -0.364
C -4.769 -1.278 -0.329
C -5.902 -0.630 -0.822
C -5.789 0.641 -1.385
C -4.537 1.252 -1.490
C -3.402 0.602 -1.000
P -1.686 1.104 -1.179
C -1.589 1.406 -2.972
C -1.073 0.374 -3.776
C -0.971 0.521 -5.162
C -1.385 1.703 -5.768
C -1.902 2.735 -4.989
C -2.005 2.586 -3.602
C -1.603 2.742 -0.392
C -2.458 3.108 0.660
C -2.344 4.353 1.287
C -1.357 5.249 0.887
C -0.476 4.894 -0.130
C -0.592 3.648 -0.754
C -2.140 -1.039 1.996
C -3.306 -1.470 2.661
C -3.480 -1.287 4.031
C -2.474 -0.694 4.773
C -1.285 -0.314 4.149
C -1.073 -0.492 2.762
P 0.555 -0.058 2.029
C 1.431 0.883 3.313
C 1.187 2.266 3.397
C 1.813 3.050 4.371
C 2.697 2.465 5.274
C 2.955 1.099 5.202
C 2.328 0.315 4.229
C 1.465 -1.627 1.909
C 0.989 -2.857 2.381
C 1.741 -4.027 2.225
C 2.981 -3.987 1.595
C 3.471 -2.778 1.115
C 2.718 -1.611 1.268
H -4.853 -2.290 0.057
H -6.869 -1.125 -0.784
H -6.670 1.142 -1.778
H -4.459 2.219 -1.978
H -0.746 -0.565 -3.331
H -0.571 -0.291 -5.764
H -1.307 1.818 -6.846
H -2.229 3.658 -5.460
H -2.423 3.409 -3.027
H -3.225 2.427 1.024
H -3.023 4.615 2.095
H -1.268 6.216 1.375
H 0.308 5.582 -0.436
H 0.127 3.392 -1.531
H -4.091 -1.992 2.125
H -4.393 -1.623 4.515
H -2.594 -0.551 5.844
H -0.515 0.108 4.790
H 0.500 2.749 2.704
H 1.608 4.116 4.421
H 3.184 3.073 6.031
H 3.645 0.638 5.905
H 2.547 -0.750 4.213
H 0.023 -2.940 2.872
H 1.347 -4.972 2.591
H 3.559 -4.899 1.470
H 4.436 -2.739 0.616
H 3.124 -0.679 0.877
C 1.862 -4.990 -3.846
C 0.421 -4.533 -3.698
N 0.168 -4.040 -2.371
C 0.574 -2.813 -1.943
S 0.741 -2.719 -0.230
N 0.877 -1.802 -2.702
N 1.234 -0.694 -1.946
C 2.487 -0.382 -2.000
C 3.496 -0.990 -2.936
C 2.908 0.573 -0.971
C 3.941 1.487 -1.117
C 4.207 2.336 -0.045
C 3.442 2.233 1.115
C 2.430 1.286 1.157
N 2.144 0.462 0.135
H 2.027 -5.408 -4.845
H 2.560 -4.159 -3.708
H 2.109 -5.761 -3.108
H 0.184 -3.773 -4.451
H -0.244 -5.383 -3.887
H 0.236 -4.689 -1.597
H 3.544 -2.070 -2.774
H 3.192 -0.794 -3.969
H 4.499 -0.588 -2.787
H 4.507 1.559 -2.036
H 5.000 3.073 -0.114
H 3.624 2.875 1.968
H 1.801 1.156 2.032
O -0.281 1.072 0.737

4.
8
Properties=species:S:1:pos:R:3 method="wB97M-V/def2-TZVPD" mol_weight_g_mol=75.05 multiplicity=1 homo_lumo_gap_ev="7.333 / 7.333" total_charge=+1 de_lowest_kcal_mol=16.7
C -0.334 0.131 0.048
N 2.595 0.625 -0.095
N -1.625 -0.300 -0.077
O 3.258 -0.234 -0.009
O 0.584 -0.408 -0.445
H -0.067 1.027 0.678
H -2.327 0.299 0.376
H -2.084 -1.141 -0.476

5.
94
Properties=species:S:1:pos:R:3 method="wB97M-V/def2-TZVPD" mol_weight_g_mol=841.28 multiplicity=1 homo_lumo_gap_ev=7.033 total_charge=+1 de_lowest_kcal_mol=0.1
Hg -0.931 0.706 -1.420
P -0.230 -1.400 -2.677
P -0.071 3.066 -0.811
N 1.076 1.392 -3.237
C 1.346 -1.053 -3.556
H 2.054 -1.857 -3.313
H 1.142 -1.128 -4.635
C 2.032 0.290 -3.269
H 2.571 0.265 -2.311
H 2.777 0.506 -4.059
C 1.657 2.741 -3.054
H 1.110 3.442 -3.708
H 2.707 2.724 -3.392
C 1.595 3.220 -1.599
H 1.907 4.275 -1.562
H 2.316 2.654 -0.986
C 0.053 3.652 0.939
C 0.413 2.449 1.809
H 1.419 2.061 1.614
H -0.296 1.626 1.633
H 0.350 2.680 2.879
C -1.134 4.278 -1.688
C -2.600 4.050 -1.262
H -3.248 4.184 -2.138
H -2.894 4.780 -0.498
H -2.787 3.039 -0.867
C -1.578 -1.699 -3.925
C -2.864 -2.265 -3.299
H -3.680 -2.153 -4.027
H -3.174 -1.760 -2.375
H -2.750 -3.340 -3.109
C -0.028 -2.922 -1.647
C -1.244 -3.129 -0.735
H -0.957 -3.739 0.130
H -2.052 -3.668 -1.244
H -1.644 -2.183 -0.342
C -2.515 0.083 0.605
C -0.675 5.740 -1.508
H 0.145 5.870 -0.785
H -0.340 6.149 -2.472
H -1.524 6.354 -1.178
C -1.117 -2.578 -5.103
H -1.917 -3.287 -5.354
H -0.947 -1.965 -5.997
H -0.204 -3.156 -4.897
C 0.290 -4.205 -2.418
H 0.498 -5.014 -1.703
H -0.560 -4.533 -3.032
H 1.177 -4.110 -3.057
C -1.123 4.422 1.543
H -2.076 3.879 1.510
H -0.893 4.590 2.605
H -1.262 5.410 1.087
H 0.918 4.333 0.897
H 0.849 -2.674 -1.019
H -1.033 3.997 -2.752
H -1.805 -0.682 -4.297
O -3.612 0.397 0.423
H 0.487 1.377 -4.070
H -1.704 1.330 -2.883
C -0.267 0.672 6.123
C 1.020 0.312 5.706
C 1.251 -0.081 4.380
C 0.174 -0.141 3.488
C -1.101 0.285 3.879
C -1.327 0.667 5.203
As 0.334 -0.940 1.696
C 2.332 -0.981 1.510
C 2.899 -0.057 0.609
C 4.292 0.053 0.509
C 5.114 -0.781 1.285
C 4.548 -1.734 2.138
C 3.152 -1.835 2.246
C -0.622 -2.544 2.381
C 0.037 -3.679 2.871
C -0.717 -4.675 3.510
C -2.107 -4.565 3.604
C -2.763 -3.454 3.055
C -2.008 -2.442 2.468
H -0.449 0.961 7.160
H 1.855 0.323 6.409
H 2.251 -0.347 4.036
H -1.909 0.301 3.140
H -2.333 0.954 5.509
H 2.253 0.582 -0.008
H 4.726 0.791 -0.170
H 6.196 -0.676 1.219
H 5.186 -2.386 2.728
H 2.711 -2.557 2.927
H 1.115 -3.762 2.763
H -0.202 -5.536 3.940
H -2.693 -5.333 4.111
H -3.846 -3.351 3.092
H -2.517 -1.556 2.082

6.
13
Properties=species:S:1:pos:R:3 method="wB97M-V/def2-TZVPD" mol_weight_g_mol=148.61 multiplicity=1 homo_lumo_gap_ev=9.656 smiles=SCc1cc(Cl)co1 total_charge=0 de_lowest_kcal_mol=6.3
S -2.234 -1.915 -0.073
C -1.399 -0.591 0.861
C -0.192 0.006 0.242
C 0.040 1.305 -0.206
C 1.381 1.273 -0.673
Cl 2.098 2.554 -1.603
C 1.862 0.003 -0.556
O 0.884 -0.775 -0.009
H -1.215 -2.766 -0.039
H -1.157 -0.953 1.862
H -2.199 0.129 1.046
H -0.632 2.139 -0.056
H 2.763 -0.410 -0.795

7.
15
Properties=species:S:1:pos:R:3 method="wB97M-V/def2-TZVPD" mol_weight_g_mol=100.12 multiplicity=1 homo_lumo_gap_ev=10.907 smiles="CC1(C)COC1=O" total_charge=0 de_lowest_kcal_mol=30.5
C -1.239 -0.759 0.212
C 0.004 0.044 -0.095
C -0.272 1.549 -0.313
C 1.126 -0.703 -0.819
O 1.826 -0.963 0.401
C 0.920 -0.271 1.183
O 0.816 -0.252 2.351
H -1.388 -1.583 -0.476
H -2.118 -0.088 0.081
H -1.174 -1.121 1.200
H -0.898 1.784 -1.201
H 0.785 2.157 -0.276
H -0.992 1.935 0.498
H 0.877 -1.710 -1.243
H 1.729 -0.020 -1.502

8.
7
Properties=species:S:1:pos:R:3 method="wB97M-V/def2-TZVPD" mol_weight_g_mol=144.11 multiplicity=1 homo_lumo_gap_ev=8.228 total_charge=0 de_lowest_kcal_mol=34.3
O -1.100 -2.679 1.543
O -0.698 -3.464 -0.671
O -0.775 -0.647 -0.425
P -1.450 0.183 0.894
S -3.371 -0.150 0.811
S -1.664 -2.896 0.248
H 0.026 -1.076 -0.092